A molecular structure, C22H45HoN2P3SSe in a non-equilibrium geometry. Source: OMol25; level of theory: ωB97M-V/def2-TZVPD.

The geometry in XYZ format:
```
75
Properties=species:S:1:pos:R:3:mulliken_spin:R:1
Ho -0.392 -0.019 -0.011 4.078
P 1.253 1.559 1.648 -0.016
P -1.214 2.543 -0.907 -0.009
P 0.925 -2.127 1.264 -0.020
H -0.327 0.580 -2.800 0.000
C -0.472 -0.452 -2.443 0.000
C -1.696 -0.961 -2.026 -0.005
H -2.645 -0.474 -2.267 -0.001
C 2.880 2.026 0.932 -0.001
C 0.693 3.199 2.253 -0.001
C 1.779 0.857 3.263 -0.001
C -2.405 2.484 -2.294 0.000
C -2.048 3.828 0.109 0.000
C 0.148 3.558 -1.620 -0.002
C 0.271 -3.654 0.483 0.001
C 0.736 -2.683 3.009 -0.001
C 2.741 -2.260 1.084 -0.001
H 0.349 -1.131 -2.698 0.000
H -1.788 -1.998 -1.675 0.000
H 3.460 2.601 1.669 0.000
H 2.721 2.632 0.031 0.000
H 3.426 1.114 0.659 0.000
H 1.408 3.551 3.008 0.000
H -0.298 3.111 2.715 0.000
H 0.643 3.929 1.438 0.000
H 2.257 1.656 3.849 0.000
H 2.488 0.031 3.126 0.000
H 0.903 0.483 3.807 0.000
H -2.278 3.403 -2.877 0.000
H -3.430 2.427 -1.904 0.000
H -2.209 1.613 -2.931 0.000
H -1.792 4.822 -0.276 0.000
H -1.737 3.769 1.156 0.000
H -3.134 3.701 0.069 0.000
H -0.297 4.396 -2.173 0.000
H 0.737 2.936 -2.309 0.000
H 0.801 3.939 -0.821 0.000
H 1.016 -4.452 0.607 0.000
H 0.055 -3.513 -0.586 -0.001
H -0.660 -3.929 1.000 0.000
H 1.330 -3.597 3.147 0.000
H -0.319 -2.895 3.212 0.000
H 1.084 -1.909 3.700 0.000
H 3.033 -3.314 1.190 0.000
H 3.247 -1.656 1.853 0.000
H 3.057 -1.903 0.093 0.000
C 3.033 -3.725 -3.656 0.000
C 4.439 -3.775 -3.799 0.000
C 5.003 -4.455 -4.875 0.000
C 4.204 -5.124 -5.804 0.000
C 2.807 -5.098 -5.653 0.000
C 2.221 -4.418 -4.579 0.000
S 2.353 -2.971 -2.229 0.001
H 1.969 -1.729 -2.660 0.000
H 5.058 -3.304 -3.030 0.000
H 6.086 -4.453 -4.980 0.000
H 4.653 -5.665 -6.645 0.000
H 2.189 -5.617 -6.386 0.000
H 1.135 -4.435 -4.428 0.000
C -4.755 0.748 0.486 0.001
N -4.324 1.442 1.690 -0.001
C -4.928 2.567 2.239 0.000
C -4.197 2.923 3.324 0.000
N -3.167 2.001 3.449 0.000
C -2.174 2.036 4.504 0.000
C -3.220 1.097 2.418 0.000
Se -2.192 -0.437 2.119 -0.022
H -4.200 1.117 -0.393 0.000
H -5.831 0.906 0.359 0.000
H -4.554 -0.321 0.604 0.000
H -5.818 2.998 1.808 0.000
H -4.309 3.736 4.020 0.000
H -1.598 2.969 4.447 0.000
H -2.671 1.996 5.481 0.000
H -1.514 1.169 4.412 0.000
```

Its maximum force is 2.9 eV/A. As for the expectation value of S²: 6.005. As for the net charge: +3. The multiplicity is 5. The HOMO-LUMO gap (spin up / spin down) is 4.60 / 4.68 eV. The energy is -5745.5980 Eh.

A molecular structure, C22H45LaN2P3SSe in a non-equilibrium geometry. Source: OMol25; level of theory: ωB97M-V/def2-TZVPD.

The geometry in XYZ format:
```
75
Properties=species:S:1:pos:R:3:lowdin_charge:R:1
La -1.524 -0.574 0.353 1.522
P 1.084 0.160 2.295 0.726
P 0.716 0.959 -1.344 0.739
P 2.661 -4.196 -1.212 0.838
H -3.009 -3.188 1.894 0.148
C -2.323 -3.081 1.041 -0.235
C -0.978 -2.605 1.616 -0.765
H -1.119 -1.719 2.298 0.029
C 0.657 1.428 3.558 -0.293
C 2.729 0.829 1.799 -0.274
C 1.672 -1.192 3.401 -0.281
C 0.056 1.082 -3.056 -0.281
C 0.989 2.750 -0.980 -0.256
C 2.452 0.496 -1.728 -0.258
C 3.488 -5.651 -1.864 -0.196
C 3.875 -3.187 -0.332 -0.210
C 1.872 -3.312 -2.572 -0.219
H -2.138 -4.098 0.669 0.148
H -0.722 -3.401 2.336 0.090
H -0.433 1.449 3.683 -0.017
H 0.986 2.421 3.227 0.033
H 1.141 1.178 4.511 0.057
H 2.607 1.690 1.129 0.022
H 3.300 0.047 1.283 0.031
H 3.284 1.148 2.694 0.073
H 0.848 -1.890 3.591 0.026
H 2.030 -0.763 4.347 0.060
H 2.474 -1.754 2.906 0.033
H 0.823 1.504 -3.722 0.068
H -0.840 1.715 -3.088 0.024
H -0.218 0.078 -3.409 0.030
H 2.017 3.047 -1.233 0.066
H 0.819 2.939 0.088 0.023
H 0.288 3.367 -1.554 0.042
H 2.880 1.235 -2.421 0.072
H 2.494 -0.494 -2.194 0.012
H 3.057 0.476 -0.815 0.022
H 4.078 -5.370 -2.748 0.080
H 2.745 -6.406 -2.152 0.074
H 4.157 -6.075 -1.104 0.076
H 4.885 -3.566 -0.541 0.074
H 3.680 -3.265 0.747 0.052
H 3.806 -2.132 -0.626 0.043
H 2.414 -3.523 -3.504 0.077
H 1.843 -2.232 -2.386 0.008
H 0.837 -3.667 -2.667 0.056
C -3.052 -2.348 -0.053 -0.392
C -2.472 -2.329 -1.344 -0.106
C -2.756 -1.259 -2.209 -0.068
C -3.615 -0.233 -1.793 -0.077
C -4.230 -0.278 -0.534 -0.117
C -4.012 -1.369 0.319 -0.097
S 0.623 -2.864 0.636 0.473
H 1.592 -4.441 -0.226 -0.073
H -1.743 -3.103 -1.604 0.132
H -2.313 -1.242 -3.205 0.135
H -3.828 0.597 -2.468 0.133
H -4.870 0.538 -0.196 0.127
H -4.478 -1.419 1.309 0.159
C -3.040 3.065 -1.376 -0.023
N -2.407 3.893 -0.375 -0.118
C -1.933 5.175 -0.599 -0.011
C -1.377 5.604 0.560 0.005
N -1.512 4.579 1.482 -0.111
C -1.038 4.643 2.849 -0.011
C -2.110 3.488 0.906 -0.636
Se -2.536 1.890 1.756 0.664
H -2.304 2.399 -1.855 0.060
H -3.479 3.716 -2.143 0.124
H -3.823 2.456 -0.912 0.066
H -2.051 5.659 -1.553 0.142
H -0.913 6.539 0.818 0.146
H -1.260 5.637 3.255 0.118
H -1.551 3.878 3.442 0.067
H 0.047 4.474 2.899 0.097
```

Its maximum force is 7.2 eV/A. As for the net charge: +3. The HOMO-LUMO gap is 6.59 eV. The energy is -4829.1701 Eh.

A molecular structure, C22H45N2P3ReS in a non-equilibrium geometry. Source: OMol25; level of theory: ωB97M-V/def2-TZVPD.

The geometry in XYZ format:
```
74
Properties=species:S:1:pos:R:3:mulliken_spin:R:1
Re 0.052 0.075 0.655 1.214
P -0.711 1.991 1.827 -0.071
P -2.147 -0.231 -0.107 0.027
P 2.030 1.236 0.259 -0.020
H 0.098 -1.963 -6.898 0.040
C 1.146 -2.030 -6.613 0.349
C 1.520 -3.193 -6.066 0.350
H 0.755 -3.895 -5.820 0.037
C -1.232 3.443 0.821 0.012
C -2.130 1.763 2.969 0.014
C 0.415 2.813 3.022 0.028
C -2.573 -1.545 -1.334 -0.002
C -3.387 -0.694 1.202 0.005
C -3.017 1.195 -0.916 0.002
C 3.286 0.596 -0.939 0.031
C 3.209 1.425 1.670 0.005
C 1.928 2.987 -0.332 -0.002
H 1.787 -1.225 -6.967 0.019
H 2.559 -3.560 -6.048 0.016
H -1.521 4.269 1.477 -0.001
H -2.079 3.207 0.180 0.000
H -0.428 3.789 0.170 -0.003
H -2.213 2.632 3.633 0.003
H -1.958 0.878 3.590 0.000
H -3.074 1.641 2.433 -0.001
H -0.118 3.634 3.512 0.003
H 1.308 3.226 2.555 0.002
H 0.722 2.113 3.803 -0.003
H -3.666 -1.666 -1.382 -0.004
H -2.120 -2.499 -1.038 -0.002
H -2.212 -1.271 -2.335 0.001
H -4.288 -0.076 1.101 -0.001
H -2.982 -0.551 2.208 -0.002
H -3.666 -1.750 1.095 0.002
H -3.884 0.860 -1.498 0.000
H -2.306 1.689 -1.592 0.001
H -3.374 1.913 -0.165 0.000
H 4.183 1.223 -0.897 0.000
H 2.919 0.593 -1.966 -0.006
H 3.577 -0.426 -0.683 -0.007
H 4.182 1.748 1.282 0.001
H 3.349 0.461 2.171 0.001
H 2.881 2.158 2.411 -0.002
H 2.887 3.312 -0.752 -0.001
H 1.670 3.678 0.478 0.000
H 1.167 3.070 -1.116 0.001
C 0.563 -0.942 -2.604 0.031
C 0.624 0.356 -3.141 0.055
C 0.089 0.548 -4.415 -0.010
C -0.611 -0.457 -5.076 0.077
C -0.815 -1.724 -4.470 0.095
C -0.028 -2.001 -3.345 0.076
S 0.976 -1.397 -0.948 0.608
H -0.115 0.749 -0.830 0.005
H 1.023 1.201 -2.584 0.007
H 0.242 1.522 -4.886 0.001
H -0.895 -0.287 -6.125 -0.003
H -1.458 -2.467 -4.985 -0.012
H 0.181 -3.010 -2.997 0.001
C 1.948 -1.248 5.746 0.000
C 1.115 -1.502 4.539 0.020
C 0.265 -2.532 4.163 0.007
C -0.200 -2.250 2.878 -0.013
N 0.326 -1.054 2.502 0.033
N 1.119 -0.634 3.519 -0.017
C -1.077 -3.099 2.044 0.010
H 1.323 -1.215 6.649 0.000
H 2.658 -2.073 5.898 0.002
H 2.503 -0.307 5.660 0.000
H -0.002 -3.400 4.741 0.001
H 1.621 0.263 3.463 -0.007
H -0.788 -4.148 2.212 0.001
H -2.125 -3.029 2.362 0.000
H -1.009 -2.907 0.971 -0.006
```

Its maximum force is 4.5 eV/A. As for the expectation value of S²: 3.823. As for the net charge: +4. The multiplicity is 4. The HOMO-LUMO gap (spin up / spin down) is 5.85 / 5.18 eV. The energy is -2473.7134 Eh.

Number 3 is which compound? C22H45N2P3ReS